Computed, not measured: C25H45CeN4OP as an isolated structure at a distorted geometry, with ωB97M-V/def2-TZVPD.

Total charge: +2
Max |F|: 2.510 eV/Å
Orbital gap (alpha / beta): 4.7 / 8.4 eV
<S²>: 2.002
Energy: -2089.812764 hartree
Energy above the lowest of the compared OMol25 structures with the same formula, charge and spin: 0.0 kJ/mol
HOMO level (alpha / beta): -10.21 / -13.79 eV
Multiplicity: 3

Last column: Löwdin spin population.
Positions of all 77 atoms, in Å:
C -2.216021 0.402148 0.984918  0.02
N -1.042751 1.060331 1.115538  0.01
C -0.942938 2.068501 2.007556  0.01
C -1.951626 2.370541 2.909110  0.00
C -3.066365 1.525530 2.958958  0.01
C -3.205672 0.532988 1.971870  0.00
Ce 0.770405 0.414381 -0.489111  1.42
C 0.233146 3.001149 1.798972  0.00
N 1.456550 2.273708 1.329781  0.00
C 2.096121 1.592246 2.522518  0.00
C 1.388070 0.356420 3.029876  0.00
C -2.537999 -0.022359 -0.423920  0.07
P -1.726940 -1.440695 -1.289919  0.18
C -2.700609 -1.603664 -2.878299  0.02
C -3.796446 -2.692383 -2.858331  0.00
C -1.141411 -3.022669 -0.553708  0.02
C -0.491669 -3.894713 -1.666286  0.00
C -0.073995 -2.631856 0.499419  0.03
C -2.280423 -3.846046 0.111633  0.01
C -3.391407 -0.242139 -3.122653  0.00
C -1.745433 -1.875874 -4.060504  0.01
C 2.437280 3.261257 0.807417  0.00
C 1.941678 4.044608 -0.398830  0.00
H -1.788494 3.248584 3.529983  0.00
H -3.775126 1.640064 3.778043  0.00
H -4.102620 -0.080269 1.923611  0.00
H -3.605682 -0.160668 -0.471415  0.01
H 0.241304 -3.550733 1.019779  0.00
H 0.843122 -2.189685 0.031376  0.00
H -0.482876 -1.947746 1.264907  0.01
H -1.816584 -4.739450 0.585250  0.00
H -2.805269 -3.242972 0.872706  0.00
H -3.009182 -4.171383 -0.648319  0.00
H -0.099699 -4.811775 -1.185650  0.00
H -1.242037 -4.198612 -2.416713  0.00
H 0.338427 -3.370256 -2.176322  0.00
H -4.409265 -2.582946 -3.775587  0.00
H -3.385975 -3.713385 -2.842965  0.00
H -4.461503 -2.571248 -1.990422  0.00
H -4.149875 -0.011437 -2.356751  0.00
H -2.660812 0.584610 -3.186551  0.00
H -3.946147 -0.271350 -4.073909  0.00
H -1.207016 -2.828370 -3.971636  0.00
H -2.331323 -1.900887 -4.995814  0.00
H -0.984858 -1.090232 -4.174478  0.00
H -0.036741 3.769921 1.044922  0.00
H 0.489547 3.531302 2.742487  0.00
H 3.145390 1.366975 2.269983  0.00
H 2.136843 2.372892 3.292422  0.00
H 3.369529 2.710893 0.592027  0.00
H 2.610920 3.951702 1.647149  0.00
H 2.840676 4.485357 -0.849837  0.00
H 1.402370 3.458630 -1.169446  0.00
H 1.311543 4.880685 -0.066643  0.00
H 1.989260 -0.051650 3.844672  0.00
H 0.404111 0.581664 3.451036  0.00
H 1.301784 -0.449867 2.287039  0.00
H -0.565535 -0.822396 -1.855655  0.07
C 0.032514 2.149119 -3.362464  0.00
H 0.119686 3.240386 -3.422541  0.00
H -1.031214 1.872709 -3.451686  0.00
H 0.603009 1.682047 -4.188264  0.00
O 0.512279 1.650954 -2.116855  0.02
H -2.540971 0.809979 -1.097228  0.00
N 4.596799 -0.343077 -0.042672  0.00
C 4.103129 -0.995186 -1.136242  0.00
C 4.927276 -1.844122 -1.880812  0.00
C 4.413299 -2.477284 -3.000889  0.00
C 3.078169 -2.244606 -3.322948  0.00
C 2.364920 -1.268272 -2.646726  0.02
N 2.801049 -0.771802 -1.460815  0.01
H 4.033177 0.333049 0.464025  0.00
H 5.590891 -0.379176 0.138697  0.00
H 5.942526 -1.967788 -1.533231  0.00
H 5.064424 -3.097446 -3.611018  0.00
H 2.624898 -2.806466 -4.118189  0.00
H 1.459785 -0.813400 -3.045625  0.01

Atoms 1-3, force components in eV/Å:
C -0.1 1.3 0.6
N -1.0 0.7 0.1
C -0.1 -0.1 -0.7